1.
{"formula": "C6H14OS", "method": "ωB97M-V/def2-TZVPD", "symbols": ["H", "H", "C", "H", "H", "C", "H", "H", "H", "H", "O", "C", "H", "H", "H", "C", "C", "H", "H", "H", "S", "C"], "positions_angstrom": [[-1.332492, -1.419346, -1.576598], [1.121692, 1.538625, 2.028103], [-1.640298, -0.434463, -1.886799], [2.924990, 0.248328, -0.850896], [-1.041640, -0.086021, -2.764111], [1.024314, 0.156919, 0.438528], [2.752954, 1.427320, 0.495959], [0.750234, -1.603308, -0.839131], [-0.270104, 0.376969, 2.251813], [-2.660162, -0.452506, -2.128238], [-0.493228, -1.762549, 0.828564], [0.215146, 1.042366, -0.532813], [0.373458, 2.066037, -0.176134], [1.416138, -0.156688, 2.526260], [3.015198, -0.361878, 0.922490], [0.697165, -1.321315, 0.283696], [0.798370, 0.466559, 1.889113], [1.405572, -1.922299, 0.841841], [0.639110, 1.011762, -1.579360], [-1.135266, -1.098163, 0.723330], [-1.600541, 0.798330, -0.548529], [2.504437, 0.382980, 0.187046]], "atomic_forces_ev_per_a": [[0.194, -0.242, 0.174], [-0.392, -0.926, 0.277], [1.062, 0.849, -0.166], [-0.779, -0.152, 0.967], [-0.532, -0.249, 0.744], [-0.461, -0.767, -0.824], [0.021, -0.776, -0.168], [0.152, 0.283, 1.442], [1.166, 0.077, -0.584], [-1.439, -0.276, -0.727], [0.075, -1.419, 0.616], [0.423, 0.542, 0.212], [-0.116, 0.060, -0.178], [0.086, -0.143, 0.070], [-0.306, 1.443, -1.413], [0.833, -0.925, -2.126], [-1.099, 2.135, 0.996], [0.791, 0.033, -0.302], [-0.635, -0.202, 1.025], [-1.596, 1.396, -0.248], [0.969, -0.147, -0.604], [1.584, -0.594, 0.816]], "homo_ev": -8.9, "charge": 0, "smiles": "CSCC(C)(C)CO", "homo_lumo_gap_ev": 9.70, "multiplicity": 1}



2.
{"formula": "C6H14OSi", "method": "ωB97M-V/def2-TZVPD", "symbols": ["H", "C", "C", "H", "H", "H", "H", "C", "H", "H", "H", "H", "O", "H", "H", "H", "H", "C", "Si", "C", "H", "C"], "positions_angstrom": [[0.500361, -3.214386, -0.270558], [-2.292062, -0.306935, -0.935460], [-0.512937, -2.849340, -0.410031], [1.638403, 1.345166, 4.051951], [0.613601, 4.116799, 1.453180], [-2.650945, -0.035952, 0.054725], [-2.982060, -1.037670, -1.346145], [0.413149, -0.668853, -2.457284], [-1.057467, -3.043747, 0.509369], [-0.974316, -3.437040, -1.197119], [0.221593, 0.328180, -2.844717], [-2.350405, 0.582326, -1.558771], [0.281552, -0.345012, 0.449122], [0.130670, 2.568678, 0.617745], [0.121558, -1.375095, -3.227126], [1.486920, -0.765729, -2.318594], [0.660305, 0.532908, 0.455227], [1.387343, 2.369717, 2.268544], [-0.515381, -0.994770, -0.823310], [2.077238, 1.709557, 3.138772], [3.116489, 1.479149, 2.978067], [0.686391, 3.042048, 1.412414]], "atomic_forces_ev_per_a": [[0.199, 0.025, -0.010], [0.661, -0.191, 0.072], [-0.100, 0.709, -0.215], [-0.183, -0.021, 0.158], [0.073, 0.181, 0.094], [-0.022, -0.022, 0.162], [-0.087, -0.172, -0.107], [-0.285, -0.038, 0.646], [-0.113, 0.035, 0.167], [-0.112, -0.097, -0.187], [-0.065, 0.190, -0.014], [0.063, 0.123, -0.093], [0.293, 0.222, 0.510], [-0.100, -0.146, -0.083], [-0.137, -0.180, -0.145], [0.158, -0.062, 0.080], [0.034, 0.059, -0.046], [-0.099, 0.096, -0.018], [-0.439, -0.668, -0.798], [0.242, -0.261, 0.223], [0.220, -0.002, -0.112], [-0.201, 0.219, -0.283]], "homo_ev": -10.2, "charge": 0, "smiles": "C[Si](C)(C)O.C=C=C", "homo_lumo_gap_ev": 10.95, "multiplicity": 1}



3.
{"formula": "C6H15B", "method": "ωB97M-V/def2-TZVPD", "symbols": ["C", "C", "H", "H", "H", "B", "H", "C", "H", "H", "C", "C", "H", "H", "H", "H", "H", "H", "C", "H", "H", "H"], "positions_angstrom": [[-0.420683, 2.123208, 0.227311], [2.386875, -0.583522, -0.618016], [-3.159827, 0.706135, -0.834345], [-0.286183, 2.089604, 1.311954], [-3.488808, -0.960296, -0.350680], [-0.328611, 0.664573, -0.274558], [2.201499, -1.602430, -0.319392], [-1.371832, -0.486822, -0.463643], [3.212026, 1.286885, 0.017245], [0.006490, -2.042106, 0.178781], [-1.000818, -1.707834, 0.403816], [-2.837336, -0.103072, -0.183234], [4.338255, -0.063009, 0.111573], [-1.322035, -0.829759, -1.504350], [2.464420, -0.428489, -1.681281], [-2.958564, 0.215896, 0.849600], [-1.384647, 2.601373, 0.044755], [-1.693541, -2.527495, 0.223569], [3.286770, 0.225275, 0.251057], [-1.046201, -1.446041, 1.458380], [0.356962, 2.784492, -0.152070], [3.045794, 0.083441, 1.303538]], "atomic_forces_ev_per_a": [[0.056, -0.017, -0.246], [-1.033, 0.666, 0.138], [-0.125, 0.103, -0.018], [0.026, -0.072, 0.168], [-0.082, -0.021, -0.007], [0.895, -0.822, -0.163], [-0.128, -0.161, 0.020], [-0.228, -0.085, 0.202], [0.042, 0.052, 0.053], [0.096, -0.073, 0.037], [0.161, 0.245, -0.193], [0.319, 0.096, -0.137], [0.010, 0.021, 0.044], [0.199, 0.136, -0.069], [-0.052, -0.003, -0.207], [-0.070, 0.061, 0.131], [-0.184, -0.050, -0.014], [-0.102, -0.045, 0.009], [0.036, 0.019, 0.014], [-0.006, -0.050, 0.182], [0.120, -0.067, -0.012], [0.050, 0.067, 0.069]], "homo_ev": [-7.4, -6.6], "charge": 0, "homo_lumo_gap_ev": [8.03, 7.30], "multiplicity": 1}



4.
{"formula": "C6H15BClN2O4P", "method": "ωB97M-V/def2-TZVPD", "symbols": ["H", "H", "O", "O", "H", "C", "B", "H", "H", "Cl", "H", "C", "H", "O", "C", "H", "H", "P", "O", "H", "H", "N", "H", "C", "H", "N", "H", "C", "H", "C"], "positions_angstrom": [[3.115795, 0.643911, 1.395861], [2.469925, 1.449967, -1.227734], [1.241231, -1.127678, -0.859288], [-0.259872, -3.069052, 0.653772], [-0.592398, 0.531860, 0.989118], [-1.455913, 0.000607, 0.589894], [2.042483, -0.792028, 0.223960], [-0.815672, -2.549761, -2.572442], [-3.151461, 3.052445, 0.670593], [-1.400032, 3.125652, -0.885734], [1.411717, 0.871937, 1.551369], [2.190548, 0.661864, 0.812410], [-3.427743, 0.769556, 1.041143], [0.190732, 0.443645, -2.056546], [-2.618328, 0.982367, 0.336745], [3.011056, 2.548544, 0.064099], [-1.596766, 2.576937, 1.381166], [-1.411946, -2.521137, -0.385891], [2.773809, -1.842839, 0.757298], [-3.012311, 0.804270, -0.664360], [-1.788984, -0.706940, 1.355876], [-0.682868, -3.165226, -1.776146], [-0.594058, -2.982165, 1.554372], [2.260119, 1.811756, -0.221336], [0.316467, -3.268498, -1.624139], [-1.082081, -0.804327, -0.596210], [1.303402, 2.333805, -0.283810], [-2.258952, 2.446833, 0.526052], [3.692087, -1.821392, 0.466032], [0.130011, -0.404912, -1.216123]], "atomic_forces_ev_per_a": [[-0.060, -0.042, 0.042], [0.125, 0.063, 0.052], [-0.362, 0.148, 0.537], [-0.033, 0.120, 0.177], [0.061, -0.053, -0.015], [-0.672, 0.029, -0.413], [0.160, -0.286, 0.088], [-0.144, -0.242, -0.164], [0.070, 0.000, -0.016], [0.054, 0.033, -0.019], [0.005, -0.071, 0.045], [0.275, 0.184, -0.175], [0.021, -0.048, -0.006], [-0.006, -0.252, 0.218], [0.072, 0.044, 0.071], [0.014, -0.052, -0.031], [-0.072, 0.056, 0.042], [-0.228, 0.315, -0.208], [0.047, 0.125, -0.663], [0.003, 0.092, 0.035], [0.143, 0.065, 0.080], [0.075, 0.314, 0.155], [0.110, -0.252, 0.004], [-0.343, 0.030, 0.101], [0.040, -0.075, -0.048], [0.785, -0.536, 0.535], [0.079, -0.026, -0.083], [-0.104, -0.095, -0.043], [0.024, -0.080, 0.380], [-0.140, 0.493, -0.677]], "homo_ev": -9.2, "charge": 0, "smiles": "CCB(O)OC(=O)N(CCCCl)P(N)O", "homo_lumo_gap_ev": 9.58, "multiplicity": 1}



5.
{"formula": "C6H15BCsF4NO2", "method": "ωB97M-V/def2-TZVPD", "symbols": ["C", "H", "H", "O", "H", "F", "F", "F", "C", "B", "N", "C", "O", "H", "C", "H", "H", "C", "H", "H", "H", "H", "H", "Cs", "H", "H", "F", "C", "H", "H"], "positions_angstrom": [[-0.949553, 1.111239, 0.097221], [-0.114739, -2.863849, 0.460672], [-1.882901, -2.736722, 0.182203], [2.591884, 3.680021, -0.252702], [1.665309, 4.212007, -2.024908], [0.079374, -7.531270, 0.509272], [0.281319, -5.233268, 0.248958], [-0.911389, -6.039696, 2.016743], [-1.022500, -0.333822, 0.506674], [-0.541598, -6.287821, 0.675584], [0.417975, 1.554275, -0.220051], [1.731768, 3.366640, -1.321300], [-0.867846, -1.186844, -0.596406], [1.893918, 5.662543, -0.147844], [2.208631, 4.832786, 0.491124], [-0.246687, 2.784027, -1.809529], [-1.281328, 1.748662, 0.925138], [0.353498, 2.855420, -0.889705], [3.112066, 5.133682, 1.011579], [2.229222, 2.608795, -1.938956], [-0.098226, 3.598633, -0.234154], [-1.699832, 1.309307, -0.684218], [-0.934026, -3.189672, -1.117579], [-3.408769, -4.542316, 1.894441], [1.401063, 4.541314, 1.159124], [-1.958703, -0.435066, 1.087012], [-1.713077, -6.320784, -0.129641], [-0.877423, -2.543097, -0.245603], [0.790459, 0.877303, -0.883254], [-0.247888, -0.632427, 1.230103]], "atomic_forces_ev_per_a": [[0.493, 0.582, 0.454], [0.220, 0.116, -0.115], [0.177, -0.034, 0.465], [0.150, 0.271, -0.286], [-0.404, 0.184, 0.343], [-0.063, 0.549, 0.502], [-0.193, -0.095, 0.138], [-0.424, 0.080, 0.422], [0.437, -0.158, 0.987], [0.844, -0.791, -1.110], [-0.744, -0.048, -0.471], [0.070, -0.272, -0.250], [-0.092, 0.236, -0.566], [-0.092, -0.042, -0.146], [0.253, -0.767, -0.455], [-0.186, 0.197, 0.071], [-0.023, -0.257, 0.175], [0.702, -0.035, -0.583], [-0.154, 0.070, 0.367], [0.057, -0.191, 0.401], [-0.232, -0.093, 0.113], [0.249, -0.198, -0.326], [0.774, 0.264, -0.248], [0.439, -0.404, -0.214], [-0.024, 0.370, 0.366], [-0.279, -0.519, -0.583], [-0.648, 0.588, 0.327], [-1.600, -0.282, 0.104], [0.160, 0.110, 0.072], [0.132, 0.569, 0.048]], "homo_ev": -9.2, "charge": 0, "homo_lumo_gap_ev": 8.21, "multiplicity": 1}



It is found that the electronic energy values, taken in the order of the records, are -710.4091 -601.7467 -262.3082 -1474.6281 -887.4998 Ha.